No. 1
Below is ClH3NO2P as an isolated structure at a distorted geometry, with properties calculated with wB97M-V/def2-TZVPD.

charge = 0
Kohn-Sham gap = 0.329 Eh
E_tot = -27445.3356 eV
max |F| = 3.83 eV/Å
energy relative to the best compared isomer or geometry (same formula, charge and spin) = 1.511 eV
highest occupied orbital energy = -10.2 eV

Structure (XYZ):
```
8
ClH3NO2P, DFT wB97M-V/def2-TZVPD
N -1.407 0.210 0.258
O 0.944 0.292 -1.256
O 0.763 0.328 1.349
P 0.070 -0.122 -0.030
Cl 0.276 -2.758 -0.645
H -1.945 0.180 -0.645
H 1.142 -0.329 -1.991
H 0.081 0.520 1.962
```

These are the Löwdin partial charges, in e, on atoms 1 to 6:
1. N -0.1656
2. O -0.1608
3. O -0.1420
4. P 0.4861
5. Cl -0.1983
6. H 0.0303



No. 2
Below is ClH40O20Zn as an isolated structure at a distorted geometry, with properties calculated with wB97M-V/def2-TZVPD.

charge = +1
Kohn-Sham gap = 0.322 Eh
E_tot = -102538.7446 eV
max |F| = 1.72 eV/Å
highest occupied orbital energy = -12.1 eV

Structure (XYZ):
```
62
ClH40O20Zn, DFT wB97M-V/def2-TZVPD
Zn 2.597 0.413 0.229
Cl 0.185 -0.052 -0.106
O -0.637 2.907 4.733
H -0.442 2.192 4.128
H -0.045 2.764 5.472
O 4.588 0.977 0.543
H 5.320 0.361 0.552
H 4.994 1.833 0.681
O -0.022 0.403 3.417
H -0.776 -0.030 3.017
H -0.043 0.123 4.332
O -0.141 -1.292 -5.833
H -0.219 -1.176 -4.886
H -0.859 -1.882 -6.062
O -3.010 3.340 1.390
H -2.532 4.004 1.886
H -2.476 3.192 0.609
O 0.370 -3.226 0.994
H 0.142 -2.407 0.553
H -0.465 -3.566 1.315
O 0.302 1.869 -3.150
H 0.220 1.069 -3.669
H -0.584 2.040 -2.832
O -1.932 2.581 -1.228
H -2.454 2.215 -1.942
H -1.418 1.842 -0.903
O 2.977 -1.457 1.081
H 2.256 -2.086 1.125
H 3.664 -1.842 1.625
O 0.132 -5.389 -0.581
H 0.289 -4.567 -0.116
H -0.537 -5.835 -0.061
O -3.245 1.491 3.533
H -3.203 2.366 3.145
H -2.804 0.926 2.898
O 1.888 -2.915 -2.381
H 1.343 -3.596 -2.775
H 2.321 -3.348 -1.646
O 2.177 1.291 1.980
H 2.603 2.015 2.439
H 1.312 1.226 2.385
O 2.239 2.317 -0.783
H 1.928 3.165 -0.465
H 1.747 2.169 -1.591
O 3.178 -0.289 -1.614
H 2.867 -1.035 -2.128
H 3.818 0.142 -2.181
O -0.624 -0.796 -3.345
H -0.264 -0.816 -2.458
H -1.545 -1.031 -3.236
O -3.290 -1.524 -3.096
H -3.721 -2.239 -2.628
H -3.754 -0.737 -2.812
O -2.886 -3.475 1.545
H -3.275 -3.460 2.419
H -3.532 -3.044 0.986
O 0.992 4.531 -0.074
H 0.929 4.673 0.871
H 0.142 4.808 -0.415
O -2.326 -0.449 1.986
H -1.575 -0.506 1.396
H -2.888 -1.180 1.731
```

These are the Löwdin partial charges, in e, on atoms 1 to 6:
1. Zn 0.4877
2. Cl 0.2320
3. O -0.0522
4. H -0.0295
5. H 0.0314
6. O 0.0021



No. 3
Below is a 23-piece molecular cluster, ClH44O22 overall at a distorted geometry, with properties calculated with wB97M-V/def2-TZVPD.

charge = -1
Kohn-Sham gap = 0.353 Eh
E_tot = -58288.0308 eV
max |F| = 1.51 eV/Å
energy relative to the best compared isomer or geometry (same formula, charge and spin) = 1.752 eV
highest occupied orbital energy = -7.8 eV

Structure (XYZ):
```
67
ClH44O22, DFT wB97M-V/def2-TZVPD
Cl -0.347 -0.184 -0.202
O 0.921 -5.267 1.329
H 0.702 -4.337 1.379
H 1.433 -5.436 2.120
O -2.231 3.759 0.472
H -2.573 3.436 -0.361
H -2.668 4.600 0.603
O 2.763 -1.544 3.874
H 1.879 -1.910 3.859
H 2.732 -0.870 4.552
O 4.657 -1.292 -1.861
H 3.752 -0.994 -1.950
H 5.001 -0.797 -1.118
O -2.663 3.241 3.320
H -2.561 3.001 2.399
H -1.770 3.399 3.627
O -0.432 -5.266 -1.291
H -0.852 -5.054 -0.458
H -0.056 -6.136 -1.156
O -4.842 -0.029 -3.420
H -4.127 -0.542 -3.044
H -5.275 0.369 -2.665
O -0.161 -1.845 3.083
H -0.584 -0.992 2.988
H -0.288 -2.272 2.236
O -2.887 -1.168 -1.907
H -2.912 -2.116 -1.779
H -2.173 -0.868 -1.345
O -0.588 0.357 -3.938
H -1.399 0.293 -3.434
H -0.130 -0.464 -3.761
O -0.240 5.022 1.451
H 0.475 4.386 1.448
H -1.009 4.521 1.181
O -5.597 -1.481 0.882
H -5.337 -2.402 0.874
H -4.798 -1.009 1.119
O -3.295 0.087 1.138
H -2.502 -0.018 0.613
H -2.978 0.182 2.036
O 5.357 -0.091 0.756
H 5.786 0.548 1.323
H 4.422 0.030 0.922
O 2.580 0.354 1.643
H 2.367 -0.341 2.266
H 1.988 0.205 0.906
O 2.713 3.165 2.589
H 2.575 2.258 2.317
H 2.527 3.165 3.528
O 1.604 -3.334 -2.144
H 0.793 -3.840 -2.116
H 1.480 -2.721 -2.869
O -2.755 2.307 -1.455
H -3.657 2.103 -1.207
H -2.221 1.712 -0.929
O 0.740 2.245 -2.442
H 0.517 1.616 -3.128
H 0.553 1.783 -1.624
O 1.902 4.684 -1.544
H 1.521 3.902 -1.942
H 2.148 5.236 -2.286
O 1.264 -2.738 0.468
H 0.683 -1.998 0.294
H 1.596 -2.991 -0.393
O 2.252 -0.116 -2.233
H 1.560 -0.221 -1.580
H 2.666 0.718 -2.012
```

These are the Löwdin partial charges, in e, on atoms 1 to 6:
1. Cl 0.1741
2. O -0.0642
3. H -0.0190
4. H 0.0355
5. O -0.0540
6. H -0.0140



No. 4
Below is one molecule with the formula ClH4N2OP at a distorted geometry, with properties calculated with wB97M-V/def2-TZVPD.

charge = 0
Kohn-Sham gap = 0.367 Eh
E_tot = -26902.9524 eV
max |F| = 2.85 eV/Å
energy relative to the best compared isomer or geometry (same formula, charge and spin) = 3.420 eV
SMILES = NP(N)OCl
highest occupied orbital energy = -9.1 eV

Structure (XYZ):
```
9
ClH4N2OP, DFT wB97M-V/def2-TZVPD
N -0.810 -0.631 0.816
P 0.698 0.113 0.963
N 0.774 0.950 -0.555
O 1.530 -1.402 0.614
Cl 3.080 -1.389 0.234
H -1.343 0.031 0.204
H -1.240 -0.806 1.690
H 0.301 0.333 -1.269
H 1.653 1.369 -0.981
```

These are the Löwdin partial charges, in e, on atoms 1 to 6:
1. N -0.1837
2. P 0.6843
3. N -0.2306
4. O -1.0000
5. Cl 0.5565
6. H 0.0533



- Number 4 is which compound?
  ClH4N2OP